A single C4H5NS molecule at a distorted geometry. Source: the Open Molecules 2025 dataset; level of theory: ωB97M-V/def2-TZVPD.

Cartesian coordinates (Å):
C 0.743 -0.801 0.647
C -0.604 -0.720 -0.104
S -1.750 -1.834 -0.205
C -0.794 0.704 -0.593
C 0.412 1.339 -0.725
N 1.493 1.764 -0.792
H 0.821 0.034 1.402
H 1.584 -0.646 0.015
H 0.796 -1.677 1.157
H -1.621 0.731 -1.328
H -1.081 1.107 0.528

Summary:
total charge = 0
orbital gap = 8.707 eV
strongest force on any atom = 0.1095 Eh/bohr
SMILES string = CC(=S)CC#N
relative energy (zero: lowest compared OMol25 entry of this formula, charge and spin) = 154.4 kJ/mol

The molecule's Löwdin atomic charges, reported in e, are given here: number 1, C, carries -0.105; number 2, C, carries -0.835; number 3, S, carries 0.755; number 4, C, carries -0.227; number 5, C, carries -0.312; number 6, N, carries 0.181; number 7, H, carries 0.114; number 8, H, carries 0.067; number 9, H, carries 0.031; number 10, H, carries 0.127; number 11, H, carries 0.204

***

A single C4H4N2S molecule at a distorted geometry. Source: the Open Molecules 2025 dataset; level of theory: ωB97M-V/def2-TZVPD.

Cartesian coordinates (Å):
C 3.074 -0.351 -0.032
C 1.934 0.009 -0.044
C 0.585 0.462 -0.002
S 0.212 2.055 -0.029
N -0.238 -0.630 -0.057
N -1.608 -0.740 -0.026
C -2.463 0.209 -0.003
H 4.082 -0.623 0.123
H 0.164 -1.559 0.058
H -2.243 1.275 0.095
H -3.499 -0.108 -0.082

Summary:
total charge = 0
orbital gap = 8.324 eV
strongest force on any atom = 0.0246 Eh/bohr
SMILES string = C#CC(=S)NN=C
relative energy (zero: lowest compared OMol25 entry of this formula, charge and spin) = 355.1 kJ/mol

The molecule's Löwdin atomic charges, reported in e, are given here: number 1, C, carries 0.153; number 2, C, carries -0.180; number 3, C, carries -0.831; number 4, S, carries 0.722; number 5, N, carries -0.042; number 6, N, carries -0.027; number 7, C, carries -0.048; number 8, H, carries 0.035; number 9, H, carries 0.148; number 10, H, carries 0.006; number 11, H, carries 0.064

***

2 unconnected molecules or ions with the total composition C4H9O2S at a distorted geometry. Source: the Open Molecules 2025 dataset; level of theory: ωB97M-V/def2-TZVPD.

Cartesian coordinates (Å):
C 0.652 -0.348 -0.859
C 0.779 0.101 -2.062
C 0.492 -1.804 -0.746
C -1.108 0.469 1.146
O 1.516 0.381 1.674
O -0.732 2.952 2.599
S 0.497 0.802 0.613
H 1.033 1.128 -2.242
H 0.258 2.766 2.395
H 0.753 -0.649 -2.984
H 1.587 -2.323 -0.665
H 0.167 -2.389 -1.661
H -0.077 -2.227 0.092
H -1.261 -0.354 1.925
H -1.161 2.199 2.092
H -1.811 0.300 0.392

Summary:
total charge = -1
orbital gap = 6.549 eV
strongest force on any atom = 0.0887 Eh/bohr
relative energy (zero: lowest compared OMol25 entry of this formula, charge and spin) = 433.5 kJ/mol

The molecule's Löwdin atomic charges, reported in e, are given here: number 1, C, carries -0.563; number 2, C, carries -0.078; number 3, C, carries -0.163; number 4, C, carries -0.433; number 5, O, carries -0.600; number 6, O, carries -0.215; number 7, S, carries 0.756; number 8, H, carries 0.030; number 9, H, carries 0.030; number 10, H, carries 0.096; number 11, H, carries 0.117; number 12, H, carries 0.068; number 13, H, carries 0.057; number 14, H, carries 0.011; number 15, H, carries -0.053; number 16, H, carries -0.058

***

A molecular structure, C18H15As4CuF24N3O6 at a distorted geometry. Source: the Open Molecules 2025 dataset; level of theory: ωB97M-V/def2-TZVPD.

Cartesian coordinates (Å):
Cu 0.356 -0.496 -1.170
As 2.098 -0.615 2.326
F 0.502 -0.766 3.166
F 2.037 1.163 2.636
F 3.705 -0.253 1.565
F 2.137 -2.416 2.110
F 1.297 -0.526 0.790
F 2.925 -0.891 3.896
As -0.436 -4.813 -1.856
F -1.640 -4.364 -3.149
F 0.005 -3.155 -1.603
F 0.789 -5.205 -0.589
F -0.801 -6.531 -2.104
F 0.792 -4.886 -3.135
F -1.832 -4.742 -0.754
As 3.516 -2.378 -1.846
F 3.086 -3.693 -2.990
F 2.733 -3.343 -0.527
F 3.948 -0.997 -0.768
F 4.257 -1.362 -3.167
F 2.015 -1.576 -2.259
F 5.061 -3.356 -1.739
As -3.600 -1.101 -2.152
F -3.694 0.508 -1.332
F -3.172 -0.123 -3.639
F -3.479 -2.504 -3.218
F -3.835 -2.123 -0.673
F -5.364 -1.206 -2.420
F -1.915 -1.133 -1.836
C -4.088 -3.141 4.478
C -2.917 -3.850 4.704
C -1.877 -3.809 3.781
C -1.991 -3.006 2.628
C -3.168 -2.304 2.391
C -4.186 -2.400 3.320
N -0.887 -2.894 1.659
O -0.933 -2.131 0.774
O 0.025 -3.756 1.640
H -4.836 -3.237 5.251
H -2.814 -4.447 5.599
H -0.964 -4.280 4.114
H -3.259 -1.589 1.586
H -5.104 -1.841 3.208
C -1.028 4.672 3.567
C -1.676 5.192 2.504
C -1.644 4.497 1.296
C -1.167 3.181 1.247
C -0.657 2.687 2.448
C -0.656 3.345 3.607
N -1.075 2.368 -0.004
O -0.763 1.216 0.124
O -1.189 2.816 -1.147
H -0.771 5.228 4.457
H -1.991 6.225 2.481
H -1.848 5.033 0.380
H -0.338 1.655 2.456
H -0.276 2.810 4.465
C 2.759 5.429 -4.504
C 3.985 4.980 -3.996
C 4.078 3.892 -3.288
C 2.960 3.202 -2.842
C 1.687 3.647 -3.328
C 1.593 4.791 -4.117
N 3.084 1.946 -1.934
O 4.200 1.664 -1.481
O 2.054 1.509 -1.481
H 2.976 6.197 -5.231
H 4.820 5.634 -4.200
H 5.011 3.534 -2.878
H 0.804 3.146 -2.958
H 0.575 5.072 -4.341

Summary:
total charge = -2
orbital gap (alpha / beta) = 7.595 / 4.067 eV
strongest force on any atom = 0.1176 Eh/bohr
relative energy (zero: lowest compared OMol25 entry of this formula, charge and spin) = 0.0 kJ/mol
<S²> = 0.751
multiplicity = 2

The molecule's Löwdin atomic charges, reported in e, are given here: number 1, Cu, carries 1.113; number 2, As, carries 0.931; number 3, F, carries -0.280; number 4, F, carries -0.290; number 5, F, carries -0.278; number 6, F, carries -0.255; number 7, F, carries -0.269; number 8, F, carries -0.299; number 9, As, carries 0.863; number 10, F, carries -0.311; number 11, F, carries -0.283; number 12, F, carries -0.281; number 13, F, carries -0.299; number 14, F, carries -0.284; number 15, F, carries -0.277; number 16, As, carries 0.953; number 17, F, carries -0.276; number 18, F, carries -0.258; number 19, F, carries -0.288; number 20, F, carries -0.316; number 21, F, carries -0.274; number 22, F, carries -0.315; number 23, As, carries 0.887; number 24, F, carries -0.308; number 25, F, carries -0.323; number 26, F, carries -0.260; number 27, F, carries -0.274; number 28, F, carries -0.294; number 29, F, carries -0.268; number 30, C, carries -0.099; number 31, C, carries -0.093; number 32, C, carries 0.012; number 33, C, carries -0.099; number 34, C, carries 0.008; number 35, C, carries -0.083; number 36, N, carries -0.316; number 37, O, carries 0.038; number 38, O, carries 0.063; number 39, H, carries 0.095; number 40, H, carries 0.095; number 41, H, carries 0.118; number 42, H, carries 0.107; number 43, H, carries 0.102; number 44, C, carries -0.084; number 45, C, carries -0.082; number 46, C, carries 0.005; number 47, C, carries -0.079; number 48, C, carries -0.021; number 49, C, carries -0.055; number 50, N, carries -0.278; number 51, O, carries 0.036; number 52, O, carries 0.092; number 53, H, carries 0.110; number 54, H, carries 0.106; number 55, H, carries 0.115; number 56, H, carries 0.102; number 57, H, carries 0.128; number 58, C, carries -0.063; number 59, C, carries -0.114; number 60, C, carries -0.058; number 61, C, carries -0.054; number 62, C, carries 0.010; number 63, C, carries -0.066; number 64, N, carries -0.273; number 65, O, carries 0.114; number 66, O, carries 0.027; number 67, H, carries 0.101; number 68, H, carries 0.111; number 69, H, carries 0.125; number 70, H, carries 0.097; number 71, H, carries 0.107